# C3H25O13

A 11-piece molecular cluster, C3H25O13 overall at a distorted geometry (ωB97M-V with the def2-TZVPD basis set, the OMol25 dataset).

Calculated values
Net charge: -1
Energy relative to the best compared isomer or geometry (same formula, charge and spin): 2.271 eV
Orbital gap: 9.1 eV
LUMO: 2.73 eV
F_max: 0.245 hartree/bohr

Atoms and positions in Å:
O 1.098 -1.894 -0.450
C 1.271 -1.033 0.435
O 1.649 -1.486 1.609
C 0.993 0.498 0.306
C -0.398 0.525 -0.333
O -1.028 1.733 -0.227
H 1.701 1.028 -0.286
H 0.993 0.954 1.391
H -0.287 0.420 -1.430
H -0.965 -0.390 0.032
H -1.225 1.751 0.773
H 3.504 -0.535 2.160
H 3.869 0.703 1.367
O 4.075 0.047 2.033
H 3.671 0.040 -1.748
H 3.784 1.066 -2.628
O 3.871 0.884 -1.697
H -0.177 -0.917 4.086
H 0.542 -1.105 2.696
O -0.264 -0.817 3.178
H -2.929 -1.224 1.082
H -2.690 -0.729 2.469
O -3.396 -0.790 1.847
H -1.383 1.225 3.682
H -1.804 2.364 2.597
O -1.436 2.221 3.507
H -0.921 1.576 -2.559
H -1.715 0.474 -2.463
O -1.714 1.262 -3.000
H 1.318 -2.087 -2.174
H 1.605 -0.649 -2.088
O 1.663 -1.339 -2.725
H -0.681 -2.098 -0.747
H -1.368 -2.714 -1.958
O -1.545 -2.252 -1.175
H 0.512 -1.113 -3.768
H -0.234 0.146 -4.076
O 0.014 -0.729 -4.388
H -3.067 1.337 0.861
H -3.642 1.637 2.305
O -3.264 2.011 1.502